# 1
{"formula": "C35H33ClN4NiS2Si2", "method": "ωB97M-V/def2-TZVPD", "multiplicity": 3, "e_lumo_ev": [-0.340, -0.488], "gap_ha": [0.143, 0.130], "e_homo_ev": [-4.218, -4.023], "species": ["C", "C", "C", "H", "C", "C", "H", "H", "H", "H", "Ni", "Si", "C", "C", "H", "C", "H", "C", "H", "C", "H", "C", "H", "C", "C", "H", "C", "H", "C", "H", "C", "H", "C", "H", "H", "Si", "C", "C", "H", "C", "H", "C", "H", "C", "H", "C", "H", "C", "C", "H", "C", "H", "C", "H", "C", "H", "C", "H", "H", "Cl", "N", "C", "N", "C", "C", "S", "C", "C", "S", "C", "N", "N", "H", "H", "H", "H", "H", "H"], "coordinates": [[-0.6628, 3.5750, 3.4686], [0.6641, 3.1628, 3.1572], [0.8876, 3.4131, 1.7669], [1.4061, 2.8407, 3.8804], [-0.3260, 3.9392, 1.2196], [-1.2770, 4.0497, 2.2815], [-2.2658, 4.4934, 2.2262], [-1.1098, 3.5882, 4.4598], [1.8318, 3.2994, 1.2456], [-0.4788, 4.2641, 0.1977], [-0.6423, 2.0537, 1.9600], [-1.1173, -2.5258, -0.0394], [0.5324, -3.0932, 0.5592], [1.2855, -4.0812, -0.0855], [0.8559, -4.6245, -0.9270], [2.5909, -4.3692, 0.3262], [3.1790, -5.1230, -0.2041], [3.1664, -3.6700, 1.3918], [4.2093, -3.8443, 1.6692], [2.4018, -2.7288, 2.0852], [2.8288, -2.1911, 2.9328], [1.0890, -2.4836, 1.6969], [0.4853, -1.8050, 2.2970], [-0.9690, -0.5837, -0.2657], [0.0069, 0.3510, 0.3457], [0.7808, -0.0447, 1.0107], [0.3202, 1.5522, -0.4303], [1.2953, 2.0296, -0.4204], [-0.7540, 2.0423, -1.2698], [-0.6116, 2.9236, -1.9061], [-2.0209, 1.4270, -1.1453], [-2.8760, 1.9653, -1.5400], [-2.1259, 0.1101, -0.7442], [-3.0774, -0.4198, -0.7987], [-2.3161, -2.5709, 1.1062], [0.1602, 0.3257, -1.7221], [-0.1060, 0.5424, -3.6268], [1.0165, 0.9380, -4.3615], [2.0000, 0.9936, -3.8813], [0.9016, 1.2099, -5.7284], [1.7862, 1.5028, -6.2959], [-0.3469, 1.0919, -6.3561], [-0.4542, 1.3449, -7.4149], [-1.4622, 0.6676, -5.6182], [-2.4303, 0.5451, -6.1073], [-1.3459, 0.3863, -4.2504], [-2.2123, 0.0157, -3.6926], [1.6282, -0.8736, -1.9513], [2.7855, -0.7054, -1.1911], [2.8615, 0.0911, -0.4456], [3.8814, -1.5443, -1.4101], [4.7808, -1.4033, -0.8100], [3.8204, -2.5665, -2.3590], [4.6714, -3.2371, -2.5144], [2.6427, -2.7516, -3.0902], [2.5744, -3.5639, -3.8138], [1.5534, -1.9027, -2.8903], [0.6483, -2.0380, -3.4906], [-2.0999, -3.3657, 0.7896], [-1.5956, -3.2762, -1.8792], [1.8947, 0.2440, 3.6074], [0.5987, -0.0237, 3.8433], [-0.4447, 0.4663, 3.1640], [-1.6373, -0.1610, 3.5692], [-1.4580, -1.1444, 4.5254], [0.1841, -1.2835, 4.9895], [-2.8174, 0.3620, 2.9419], [-4.1573, 0.0333, 3.0514], [-5.1419, 1.0150, 2.0495], [-3.7073, 1.9086, 1.5682], [-2.5655, 1.4220, 2.0547], [-3.8127, 2.9155, 0.6863], [2.5670, -0.0991, 4.2848], [2.1810, 0.9412, 2.9314], [-2.2672, -1.7094, 4.9724], [-4.5452, -0.7387, 3.7048], [-4.7387, 3.1761, 0.3698], [-2.9780, 3.3273, 0.2895]], "atomic_forces_ev_per_a": [[0.18, 0.85, 0.42], [0.24, 1.33, 0.02], [0.34, 0.63, 0.40], [-0.21, -0.04, -0.19], [0.09, 1.01, 0.02], [0.73, 0.82, 0.28], [0.17, -0.27, -0.07], [0.06, -0.20, -0.28], [-0.20, -0.01, 0.10], [0.07, -0.05, 0.19], [-1.00, -2.41, 0.15], [1.47, 3.22, -0.05], [0.22, -0.44, 0.94], [0.21, 0.03, -0.03], [0.14, 0.17, 0.12], [0.03, 0.13, 0.07], [-0.25, 0.25, 0.15], [-0.21, 0.05, -0.19], [-0.37, -0.01, -0.07], [0.07, -0.34, -0.03], [-0.13, -0.20, -0.21], [0.13, 0.03, -0.04], [0.11, -0.08, -0.36], [0.92, -1.72, -0.93], [0.67, 0.91, 2.12], [0.00, 0.00, -0.81], [1.36, 0.32, 0.50], [-0.39, 0.17, 0.53], [-0.52, 1.40, 0.16], [0.02, -0.47, 0.36], [-0.87, -0.57, -0.24], [-0.01, -0.36, -0.28], [-2.67, 1.34, -0.22], [0.04, 0.30, 0.06], [0.20, 2.21, 0.31], [1.22, -3.71, -4.19], [-0.36, -0.18, 0.96], [-0.13, -0.06, -0.48], [-0.35, 0.01, -0.16], [-0.31, 0.00, 0.12], [-0.27, -0.02, 0.09], [-0.02, 0.03, 0.29], [0.05, -0.19, 0.35], [0.16, -0.01, 0.03], [0.28, 0.05, 0.05], [0.19, 0.11, -0.68], [0.32, 0.25, -0.15], [-0.39, 0.57, 0.88], [0.43, -0.56, -0.42], [-0.07, -0.22, -0.17], [0.11, -0.01, 0.17], [-0.11, -0.08, -0.19], [-0.20, 0.04, 0.06], [-0.28, 0.30, 0.06], [0.04, 0.07, 0.10], [0.03, 0.18, 0.12], [0.41, -0.26, -0.21], [0.31, 0.07, 0.22], [-0.40, -3.10, -0.30], [-0.48, -0.04, -0.28], [0.69, 0.09, 0.24], [-1.89, -0.06, -0.67], [0.99, -1.73, 1.80], [1.90, -1.04, 1.14], [-1.20, 1.04, -0.99], [0.01, 0.41, -0.28], [-2.17, 0.80, -1.20], [1.76, -0.45, 0.61], [0.65, 0.36, 0.12], [0.95, -1.22, 0.32], [-2.24, -0.04, -0.13], [-0.45, 0.31, 0.17], [-0.13, 0.31, -0.45], [-0.28, -0.11, 0.25], [0.36, -0.01, 0.08], [-0.15, 0.18, -0.24], [0.56, 0.06, -0.04], [-0.16, -0.18, 0.07]]}

***

# 2
{"formula": "C27H44N3OP3V", "method": "ωB97M-V/def2-TZVPD", "multiplicity": 3, "e_lumo_ev": [-11.147, -10.576], "gap_ha": [0.169, 0.190], "e_homo_ev": [-15.740, -15.741], "charge": 3, "species": ["V", "P", "P", "P", "H", "C", "C", "H", "C", "C", "C", "C", "C", "C", "C", "C", "C", "H", "H", "H", "H", "H", "H", "H", "H", "H", "H", "H", "H", "H", "H", "H", "H", "H", "H", "H", "H", "H", "H", "H", "H", "H", "H", "H", "H", "H", "C", "C", "C", "C", "C", "C", "O", "H", "H", "H", "H", "H", "H", "N", "C", "C", "C", "C", "C", "C", "C", "N", "C", "C", "N", "C", "H", "H", "H", "H", "H", "H", "H"], "coordinates": [[-0.4391, -0.0195, -0.1962], [-0.4297, 0.2688, 2.3754], [0.0719, -2.2667, 0.1316], [-2.6380, 0.8053, -0.1939], [1.1741, -0.0515, -2.2494], [0.1127, 0.1274, -2.5028], [-0.4290, 1.4015, -2.5885], [0.2197, 2.2648, -2.4189], [1.1409, 0.2782, 3.3426], [-1.4387, -0.8240, 3.4726], [-1.0105, 1.9151, 2.9744], [0.6180, -3.2522, -1.3110], [1.3998, -2.6156, 1.3361], [-1.3305, -3.2628, 0.7654], [-2.6447, 2.6255, 0.0275], [-3.7704, 0.1335, 1.1015], [-3.7744, 0.7069, -1.6085], [-0.4003, -0.7282, -2.9592], [-1.3283, 1.5587, -3.1790], [1.6918, 1.2041, 3.1430], [1.7931, -0.5652, 3.1011], [0.8947, 0.2443, 4.4149], [-1.0154, -1.8350, 3.5113], [-2.4789, -0.8914, 3.1337], [-1.4301, -0.3962, 4.4873], [-0.4921, 2.7112, 2.4227], [-0.7504, 2.0013, 4.0410], [-2.0962, 2.0348, 2.8615], [0.2975, -4.2931, -1.1709], [1.7140, -3.2151, -1.3449], [0.2318, -2.8785, -2.2670], [1.4137, -3.6881, 1.5874], [1.2601, -2.0465, 2.2651], [2.3703, -2.3340, 0.9003], [-1.0150, -4.3111, 0.8179], [-2.1811, -3.1729, 0.0798], [-1.6420, -2.9251, 1.7589], [-3.6881, 2.9764, 0.0355], [-2.1132, 3.0673, -0.8262], [-2.1423, 2.9210, 0.9536], [-4.8101, 0.2316, 0.7521], [-3.6554, 0.6605, 2.0578], [-3.5675, -0.9362, 1.2538], [-4.7390, 1.1489, -1.3182], [-3.8909, -0.3528, -1.8595], [-3.3539, 1.2427, -2.4689], [-2.7183, -2.1811, -3.5716], [-2.4401, -3.4994, -3.9872], [-3.0377, -3.9725, -5.1554], [-3.8969, -3.1532, -5.8922], [-4.1331, -1.8356, -5.4952], [-3.5421, -1.3373, -4.3326], [-2.3264, -1.7153, -2.3236], [-1.3913, -1.9460, -2.0683], [-1.8308, -4.1500, -3.3607], [-2.8297, -4.9888, -5.4991], [-4.3794, -3.5311, -6.7955], [-4.7658, -1.1680, -6.0838], [-3.7279, -0.3238, -3.9841], [8.9269, 2.7896, 4.2612], [8.0311, 2.7273, 3.5099], [6.8610, 2.5946, 2.6725], [6.2545, 1.3372, 2.5454], [5.0360, 1.1905, 1.8727], [4.4070, 2.3207, 1.3555], [5.0179, 3.5777, 1.4250], [6.2565, 3.7166, 2.0772], [3.1423, 2.2051, 0.7479], [2.2932, 3.2604, 0.3997], [1.1229, 2.6980, -0.0418], [1.2367, 1.3232, 0.0537], [2.4499, 1.0484, 0.5113], [6.7348, 0.4675, 2.9837], [4.5812, 0.2096, 1.7557], [4.5275, 4.4397, 0.9830], [6.7223, 4.7038, 2.1235], [2.5790, 4.2898, 0.4997], [0.2381, 3.1630, -0.4634], [2.8920, 0.0715, 0.6347]], "atomic_forces_ev_per_a": [[1.98, 2.48, -0.22], [-0.52, 0.15, 1.72], [0.30, -2.94, 0.82], [-3.12, 0.99, 0.61], [-0.50, 0.38, 0.11], [-0.44, 1.23, -0.69], [1.74, -2.08, -1.04], [-0.40, -0.22, 0.34], [0.41, -0.10, -0.43], [-0.07, -0.11, -0.27], [-0.11, 0.13, -0.40], [0.19, 0.25, -0.22], [0.26, 0.33, 0.23], [-0.32, 0.46, -0.05], [0.54, -0.01, 0.22], [0.24, -0.15, 0.13], [0.32, -0.46, -0.49], [0.09, 0.65, 0.05], [-0.18, -0.07, 0.51], [-0.09, -0.13, 0.04], [-0.03, 0.30, 0.23], [-0.03, -0.01, -0.40], [-0.06, 0.22, 0.09], [0.33, -0.02, 0.15], [0.06, -0.14, -0.35], [-0.15, -0.11, 0.21], [-0.11, -0.10, -0.37], [0.35, -0.01, 0.10], [0.10, 0.27, -0.06], [-0.22, -0.05, -0.15], [0.16, -0.25, 0.12], [-0.04, 0.31, -0.25], [-0.04, -0.43, -0.40], [-0.23, -0.16, 0.16], [-0.01, 0.21, -0.02], [0.08, -0.11, 0.09], [0.06, -0.09, -0.21], [0.34, -0.15, -0.03], [-0.26, 0.06, 0.17], [-0.20, 0.09, -0.31], [0.42, 0.06, 0.13], [-0.06, -0.16, -0.29], [-0.13, 0.27, -0.05], [0.41, -0.03, -0.01], [-0.23, 0.49, 0.02], [-0.27, -0.17, 0.20], [-0.59, -0.91, -1.38], [-0.37, 0.83, 0.26], [0.07, 0.09, -0.10], [0.01, 0.17, -0.11], [0.18, 0.02, 0.12], [0.47, -0.53, 0.30], [1.77, 0.17, 1.67], [-1.70, -0.36, -0.98], [-0.08, 0.08, -0.16], [-0.12, 0.35, 0.18], [0.21, 0.07, 0.30], [0.14, -0.35, 0.14], [-0.02, -0.26, -0.29], [-2.03, -0.10, -1.80], [1.81, 0.07, 1.45], [-0.49, 0.22, -0.05], [-0.34, -0.10, -0.26], [0.40, 0.33, 0.20], [1.54, 0.39, 0.42], [0.48, -0.36, 0.34], [-0.54, -0.14, -0.24], [-2.32, -0.42, -0.80], [-0.21, -1.00, -0.05], [0.63, 0.23, 0.26], [-0.79, -0.80, -0.16], [0.84, 1.27, 0.17], [-0.06, 0.14, -0.06], [0.26, 0.13, 0.24], [0.34, -0.04, 0.13], [-0.11, -0.40, 0.09], [-0.02, 0.04, -0.03], [0.29, 0.06, 0.36], [-0.21, 0.10, 0.07]]}

***

What F_max values result from the calculations? In sequence: 0.1114 0.0648 hartree/bohr.
What ΔE to the lowest compared entry with this formula, charge and spin values result from the calculations? In sequence: 162.2 0.0 kcal/mol.